[1]
C8H32Al3O16P2 as an isolated structure in a non-equilibrium geometry. Source: OMol25; level of theory: ωB97M-V with the def2-TZVPD basis set.

The charge is +3. The multiplicity is 1. The frontier orbital gap is 1.54 eV. As for the HOMO energy: -16.349 eV. The calculation puts the energy at -2936.14457 Ha.

Structure (XYZ):
```
61
C8H32Al3O16P2 (ωB97M-V with the def2-TZVPD basis set)
Al 3.406 4.310 1.356
Al 4.429 -2.296 1.521
Al 3.458 0.516 -4.082
P 6.648 1.405 -0.662
O 5.880 2.489 -1.427
O 6.060 1.263 0.708
O 8.214 1.615 -0.639
O 6.176 0.063 -1.336
P 0.846 0.477 -0.134
O 1.669 0.525 1.152
O 1.542 -0.756 -0.788
O 1.285 1.710 -0.915
O -0.668 0.393 0.084
C -0.730 3.451 5.004
O 0.414 2.888 4.356
H -1.631 3.019 4.567
H -0.630 3.381 6.088
H -0.883 4.503 4.762
H 0.205 2.083 3.877
C -1.984 -4.067 -2.407
O -2.489 -3.612 -1.104
H -1.172 -3.458 -2.804
H -1.584 -5.075 -2.300
H -2.664 -4.130 -3.256
H -2.327 -2.666 -1.144
C -4.418 3.033 1.163
O -3.211 3.428 0.616
H -4.563 3.338 2.199
H -5.330 3.299 0.628
H -4.345 1.945 1.156
H -2.719 2.624 0.432
C 1.955 7.891 -2.575
O 1.981 6.463 -2.223
H 1.005 7.937 -3.108
H 1.774 8.472 -1.671
H 2.785 8.217 -3.202
H 1.654 6.033 -3.016
C 0.264 -5.760 1.734
O 0.649 -4.346 1.741
H -0.687 -5.853 2.259
H 0.159 -5.955 0.666
H 1.121 -6.398 1.950
H 0.070 -3.808 1.197
C -3.568 1.786 -3.485
O -3.257 0.523 -2.847
H -3.407 1.642 -4.553
H -4.552 2.127 -3.165
H -2.876 2.488 -3.019
H -2.666 0.659 -2.103
C 3.691 -6.493 -1.717
O 3.353 -5.110 -1.682
H 4.352 -6.799 -0.906
H 2.797 -7.115 -1.764
H 4.233 -6.770 -2.620
H 3.231 -4.877 -2.605
C -4.121 -1.996 3.461
O -2.955 -1.245 3.696
H -3.797 -2.823 2.829
H -4.658 -2.221 4.383
H -4.822 -1.534 2.766
H -2.592 -0.833 2.908
```



[2]
C25H30N9Se2W as an isolated structure in a non-equilibrium geometry. Source: OMol25; level of theory: ωB97M-V with the def2-TZVPD basis set.

The charge is +3. The multiplicity is 3. The frontier orbital gap (alpha / beta) is 4.73 / 5.64 eV. As for the HOMO energy (alpha / beta): -15.725 / -16.612 eV. As for the expectation value of S²: 2.018. The calculation puts the energy at -6332.48922 Ha.

Structure (XYZ):
```
67
C25H30N9Se2W (ωB97M-V with the def2-TZVPD basis set)
W -0.096 0.513 0.371
C -3.900 0.089 -1.825
C -2.506 0.275 -1.362
N -2.072 0.018 -0.152
C -3.053 -0.317 0.891
C -2.462 -0.025 2.275
N -0.973 -0.205 2.333
C -0.550 -1.590 2.695
C -0.664 -2.500 1.487
N 0.086 -1.889 0.367
C 1.528 -2.287 0.305
C 2.381 -1.013 0.289
N 1.587 -0.055 -0.457
C 2.086 0.871 -1.407
C 3.269 0.406 -2.244
C 0.848 1.182 -2.275
C 0.788 1.693 -3.548
C -0.462 1.757 -4.179
C -1.588 1.277 -3.542
C -1.471 0.793 -2.240
N -0.269 0.802 -1.629
H -4.441 -0.648 -1.236
H -3.908 -0.228 -2.867
H -4.454 1.033 -1.773
H -3.366 -1.358 0.798
H -3.947 0.297 0.778
H -2.950 -0.645 3.028
H -2.664 1.014 2.528
H -0.700 0.370 3.122
H -1.155 -1.980 3.515
H 0.489 -1.550 3.031
H -1.706 -2.620 1.199
H -0.285 -3.492 1.734
H -0.337 -2.200 -0.498
H 1.707 -2.852 -0.608
H 1.793 -2.926 1.148
H 3.352 -1.211 -0.165
H 2.561 -0.670 1.315
H 4.159 0.275 -1.629
H 3.504 1.130 -3.027
H 3.020 -0.540 -2.722
H 1.677 2.015 -4.073
H -0.525 2.152 -5.185
H -2.549 1.290 -4.039
Se 3.621 3.476 -1.293
N 3.781 4.118 0.287
C 3.095 3.432 1.179
C 3.083 3.726 2.558
C 2.319 2.916 3.354
C 1.574 1.881 2.792
N 1.530 1.563 1.488
C 2.328 2.313 0.685
N 2.468 2.141 -0.644
H 3.670 4.546 2.951
H 2.271 3.080 4.422
H 0.991 1.248 3.443
Se -1.173 2.724 0.700
C -0.228 4.421 0.532
C -0.121 5.268 1.620
C 0.412 6.539 1.392
N 0.814 6.937 0.197
C 0.721 6.117 -0.837
C 0.204 4.828 -0.722
H -0.464 4.984 2.606
H 0.503 7.253 2.203
H 1.050 6.501 -1.797
H 0.108 4.194 -1.595
```



[3]
C34H29BrCoN8S3 as an isolated structure in a non-equilibrium geometry. Source: OMol25; level of theory: ωB97M-V with the def2-TZVPD basis set.

The multiplicity is 4. The frontier orbital gap (alpha / beta) is 6.93 / 6.93 eV. As for the HOMO energy (alpha / beta): -6.823 / -6.864 eV. As for the expectation value of S²: 3.760. The calculation puts the energy at -6902.40324 Ha.

Structure (XYZ):
```
76
C34H29BrCoN8S3 (ωB97M-V with the def2-TZVPD basis set)
Co -17.047 -14.685 1.231
C -10.669 -14.204 4.286
C -12.040 -13.943 3.758
C -12.629 -12.706 3.726
C -13.856 -12.586 3.048
C -14.496 -13.555 2.297
N -15.738 -13.323 1.752
C -16.073 -12.038 1.345
C -15.153 -11.255 0.558
C -15.407 -9.941 0.166
C -16.679 -9.383 0.313
C -16.971 -8.054 -0.314
C -17.678 -10.239 0.964
C -17.337 -11.453 1.512
N -18.334 -12.062 2.277
C -19.067 -11.457 3.215
C -19.790 -12.444 3.906
C -19.276 -13.657 3.332
N -18.396 -13.409 2.403
C -13.766 -14.788 2.218
C -12.607 -14.922 3.003
N -14.097 -15.865 1.310
C -13.290 -16.729 0.690
C -14.057 -17.610 0.005
C -15.361 -17.111 0.128
N -15.371 -16.064 0.936
H -10.805 -14.313 5.365
H -10.010 -13.280 4.235
H -10.185 -15.042 3.739
H -12.167 -11.815 4.146
H -14.372 -11.634 3.212
H -14.226 -11.763 0.382
H -14.616 -9.452 -0.377
H -16.936 -7.189 0.359
H -17.937 -8.047 -0.744
H -16.220 -7.836 -1.065
H -18.656 -9.772 1.212
H -19.103 -10.351 3.269
H -20.609 -12.304 4.570
H -19.327 -14.739 3.650
H -12.119 -15.922 2.937
H -12.195 -16.677 0.774
H -13.738 -18.473 -0.501
H -16.250 -17.478 -0.304
C -21.731 -17.666 1.111
C -20.378 -17.503 1.760
C -19.872 -18.486 2.583
C -18.673 -18.306 3.260
C -17.907 -17.167 2.924
Br -16.375 -17.024 3.944
N -18.344 -16.290 2.047
C -19.540 -16.420 1.525
H -21.761 -18.194 0.183
H -22.202 -16.641 0.958
H -22.411 -18.217 1.825
H -20.494 -19.381 2.854
H -18.365 -18.983 4.030
H -19.729 -15.627 0.817
S -22.515 -11.956 -3.008
C -21.162 -12.535 -2.169
S -20.297 -14.033 -2.489
C -19.184 -13.616 -1.297
N -19.401 -12.518 -0.625
N -20.533 -11.971 -1.124
C -20.948 -10.706 -0.605
C -20.666 -9.618 -1.377
C -21.062 -8.327 -1.004
C -21.848 -8.141 0.125
C -22.126 -9.287 0.914
C -21.660 -10.552 0.563
S -17.866 -14.737 -0.983
H -20.156 -9.778 -2.230
H -20.781 -7.472 -1.577
H -22.107 -7.121 0.456
H -22.763 -9.279 1.806
H -21.998 -11.421 1.130
```



[4]
C18H16BrIN3O8S3Ti as an isolated structure in a non-equilibrium geometry. Source: OMol25; level of theory: ωB97M-V with the def2-TZVPD basis set.

The multiplicity is 2. The frontier orbital gap (alpha / beta) is 7.79 / 8.40 eV. As for the HOMO energy (alpha / beta): -7.808 / -8.370 eV. As for the expectation value of S²: 0.752. The calculation puts the energy at -6377.62742 Ha.

Structure (XYZ):
```
51
C18H16BrIN3O8S3Ti (ωB97M-V with the def2-TZVPD basis set)
Ti 0.233 -0.280 -0.436
O -1.005 -1.534 0.450
N -2.270 -1.805 0.123
C -2.879 -2.742 0.883
C -4.164 -3.118 0.629
C -4.829 -2.511 -0.446
C -4.196 -1.557 -1.191
C -2.869 -1.157 -0.909
S -2.017 0.047 -1.754
H -2.257 -3.139 1.670
H -4.631 -3.870 1.246
H -5.843 -2.798 -0.688
H -4.683 -1.076 -2.026
O 2.784 2.575 -1.784
S 2.322 1.273 -1.426
O 2.338 0.931 -0.006
O 0.929 0.960 -1.907
C 3.303 0.083 -2.351
C 4.273 0.632 -3.168
C 5.028 -0.171 -4.018
C 4.816 -1.531 -4.050
C 3.844 -2.099 -3.232
C 3.082 -1.313 -2.388
S 1.825 -2.205 -1.474
O 1.834 -1.639 -0.095
O 2.145 -3.593 -1.551
O 0.516 -1.782 -2.027
H 4.426 1.701 -3.137
H 5.774 0.283 -4.659
H 5.399 -2.163 -4.707
H 3.673 -3.166 -3.236
Br 2.789 0.300 5.922
C 3.293 -1.159 4.821
C 4.418 -1.883 5.199
C 4.841 -2.954 4.431
C 4.144 -3.302 3.283
C 3.021 -2.585 2.909
C 2.587 -1.509 3.680
I 0.903 -0.511 3.017
H 4.954 -1.600 6.094
H 5.719 -3.511 4.731
H 4.475 -4.130 2.670
H 2.488 -2.836 2.002
N -2.346 2.408 0.710
C -1.084 2.220 1.140
N -0.598 2.995 2.127
O -0.369 1.340 0.639
H -2.816 3.278 0.891
H -2.581 1.901 -0.137
H -1.210 3.542 2.706
H 0.303 2.733 2.495
```



[5]
One molecule with the formula C5H10O2 in a non-equilibrium geometry. Source: OMol25; level of theory: ωB97M-V with the def2-TZVPD basis set.

As for the structure (SMILES): CCO[C@@H](C)C=O. The multiplicity is 1. The frontier orbital gap is 9.77 eV. As for the HOMO energy: -8.900 eV. The calculation puts the energy at -346.87544 Ha.

Structure (XYZ):
```
17
C5H10O2 (ωB97M-V with the def2-TZVPD basis set)
C 2.629 -0.596 -0.281
C 1.253 -0.764 0.342
O 0.302 -0.130 -0.503
C -1.016 -0.131 -0.093
C -1.484 1.355 0.851
C -1.974 -0.262 -1.211
O -3.109 0.169 -1.180
H 2.863 0.465 -0.414
H 3.397 -1.042 0.361
H 2.673 -1.083 -1.260
H 0.993 -1.825 0.463
H 1.221 -0.289 1.334
H -1.322 -0.205 0.947
H -2.416 1.650 0.380
H -1.655 1.301 1.958
H -0.615 1.965 0.660
H -1.589 -0.772 -2.126
```



[6]
A 2-piece molecular cluster, C4H12S2 overall. Source: OMol25; level of theory: ωB97M-V with the def2-TZVPD basis set.

As for the structure (SMILES): CCC.CSS. The multiplicity is 1. The frontier orbital gap is 9.71 eV. As for the HOMO energy: -9.111 eV. The calculation puts the energy at -955.96073 Ha.

Structure (XYZ):
```
18
C4H12S2 (ωB97M-V with the def2-TZVPD basis set)
C -2.334 0.453 1.588
C -1.357 -0.674 1.893
C 0.118 -0.207 1.875
H -2.235 0.811 0.562
H -3.362 0.144 1.751
H -2.136 1.310 2.229
H -1.628 -1.125 2.854
H -1.455 -1.472 1.149
H 0.196 0.572 1.111
H 0.774 -1.053 1.701
H 0.425 0.240 2.817
C 1.875 1.060 -2.428
S 1.274 0.133 -3.868
S 1.343 -1.782 -3.138
H 1.108 1.077 -1.657
H 2.760 0.557 -2.043
H 2.109 2.079 -2.718
H 2.525 -2.121 -3.677
```



> Which formula does entry 1 have?

C8H32Al3O16P2